{
  "formula": "C14H16BrMoN5S",
  "method": "ωB97M-V/def2-TZVPD",
  "charge": 4,
  "lumo_ev": [-16.746, -15.917],
  "e_homo_ev": [-21.852, -21.854],
  "multiplicity": 3,
  "e_tot_ev": -104916.92492,
  "s_squared": 2.036,
  "symbols": ["Mo", "C", "C", "N", "N", "C", "N", "S", "C", "C", "C", "C", "C", "N", "H", "H", "H", "H", "H", "H", "H", "H", "H", "H", "C", "C", "C", "C", "C", "Br", "N", "C", "H", "H", "H", "H", "H", "H"],
  "positions_angstrom": [[0.16147, -0.28119, 0.67059], [4.07072, -1.47799, -1.18591], [2.94077, -1.11173, -0.32351], [1.65499, -1.21588, -0.63798], [1.30734, -1.80912, -1.82212], [0.01943, -2.00233, -2.12745], [-0.41377, -2.61444, -3.18837], [-1.12619, -1.30627, -0.97436], [3.11765, -0.58516, 1.02166], [4.31979, -0.45119, 1.72575], [4.27692, -0.02396, 3.04983], [3.04672, 0.25711, 3.64918], [1.89795, 0.12690, 2.88539], [1.93176, -0.27425, 1.60584], [3.89881, -2.36030, -1.80358], [4.98278, -1.65096, -0.61610], [4.30674, -0.65089, -1.87182], [2.05281, -2.17587, -2.42739], [0.17773, -3.04416, -3.90136], [-1.41545, -2.71602, -3.36735], [5.27518, -0.69131, 1.27730], [5.19176, 0.08085, 3.62414], [2.99049, 0.57113, 4.68397], [0.90224, 0.32869, 3.31198], [-4.93872, 0.43365, 3.25570], [-3.70696, 0.96175, 2.65725], [-3.46756, 2.35059, 2.64584], [-2.31877, 2.86335, 2.05142], [-1.42366, 1.96089, 1.52955], [0.29197, 2.48228, 0.73724], [-1.58683, 0.61935, 1.52603], [-2.72758, 0.13905, 2.06416], [-5.26259, 1.03862, 4.10997], [-4.88975, -0.61922, 3.52437], [-5.78578, 0.54594, 2.56081], [-4.17754, 3.03405, 3.10014], [-2.14442, 3.92903, 2.00942], [-2.86878, -0.94168, 2.03509]],
  "forces_ev_per_a": [[-1.5, 1.5, -0.3], [0.4, -0.1, -0.3], [-0.8, -0.2, -0.4], [0.6, 0.3, 0.3], [0.4, -0.5, -1.0], [0.0, 0.4, 0.5], [-0.2, -0.1, -0.1], [0.1, -0.2, 0.0], [0.8, 0.2, 0.5], [-0.7, -0.2, -0.7], [-0.4, 0.2, 0.6], [0.4, 0.0, -0.2], [-0.6, 0.1, 0.4], [1.1, -0.4, 0.8], [0.0, -0.1, 0.1], [-0.1, -0.1, 0.0], [-0.1, 0.1, 0.0], [-0.3, 0.2, 0.3], [0.1, 0.1, 0.2], [0.2, 0.1, 0.1], [-0.1, 0.0, -0.1], [0.0, 0.0, 0.0], [-0.1, 0.0, 0.0], [0.4, 0.0, 0.0], [-1.1, -0.2, 0.2], [1.0, 0.2, -0.5], [0.0, -0.6, -0.1], [0.7, -0.1, -0.4], [-0.1, 0.5, 0.1], [-0.6, -1.1, -0.1], [1.0, 0.3, -0.4], [-1.2, -0.3, 0.6], [0.3, -0.2, 0.1], [0.1, 0.0, 0.1], [0.3, -0.1, -0.1], [0.0, 0.0, 0.0], [0.1, 0.1, 0.0], [0.1, 0.2, 0.0]]
}

{
  "formula": "C14H16Cl2F4N2O2V",
  "method": "ωB97M-V/def2-TZVPD",
  "e_above_lowest_ev": 1.288,
  "charge": 1,
  "lumo_ev": [-5.571, -5.608],
  "e_homo_ev": [-11.959, -12.071],
  "multiplicity": 3,
  "e_tot_ev": -83446.99143,
  "s_squared": 2.040,
  "symbols": ["V", "C", "C", "N", "C", "C", "C", "C", "N", "C", "C", "F", "C", "F", "C", "C", "F", "C", "F", "H", "H", "H", "H", "H", "H", "H", "H", "H", "H", "H", "H", "H", "H", "H", "Cl", "C", "Cl", "C", "O", "O", "H"],
  "positions_angstrom": [[9.37888, 5.67513, 8.23542], [12.74527, 6.79079, 9.00857], [12.32888, 5.47167, 8.36303], [11.19037, 5.51443, 7.40268], [11.39234, 6.56855, 6.40262], [12.49404, 6.23094, 5.36336], [10.85446, 4.18963, 6.76839], [9.44843, 4.14557, 6.07205], [8.61685, 5.23112, 6.53095], [7.36832, 5.49543, 6.00414], [6.78532, 6.79273, 6.20827], [7.60376, 7.63064, 6.95494], [5.67241, 7.20215, 5.53192], [5.14901, 8.44239, 5.82397], [5.09484, 6.37588, 4.60800], [5.64229, 5.10461, 4.43960], [5.22748, 4.37005, 3.35500], [6.69741, 4.62154, 5.17642], [7.08143, 3.34210, 4.98465], [13.66817, 6.59564, 9.51735], [13.00418, 7.55180, 8.29391], [11.97068, 7.16563, 9.67771], [13.19969, 5.04171, 7.84396], [12.09832, 4.76560, 9.22063], [10.39647, 6.68968, 5.97088], [11.54938, 7.50744, 6.91997], [12.20817, 5.48586, 4.61695], [12.82589, 7.15303, 4.87265], [13.37186, 5.85601, 5.85490], [11.61161, 4.03449, 5.96412], [10.90769, 3.41092, 7.50936], [9.60968, 4.10124, 4.99349], [9.05506, 3.18603, 6.37960], [4.27175, 6.71735, 3.94747], [6.98420, 5.43739, 9.44074], [8.34521, 5.80202, 10.66804], [9.26389, 7.57535, 9.80123], [9.41735, 4.77792, 10.77238], [9.76982, 4.62124, 11.97646], [9.81100, 4.17834, 9.66784], [8.03652, 6.16577, 11.64258]],
  "forces_ev_per_a": [[-0.8, -1.2, -0.2], [-0.6, -0.3, -0.6], [0.7, -1.4, 1.1], [0.1, -0.1, 0.8], [-0.4, -0.1, -1.3], [-0.4, 0.8, 0.3], [0.9, 0.7, -1.1], [0.9, -0.4, 0.1], [0.4, 0.7, 1.9], [-0.3, 0.9, 0.3], [2.6, -1.1, 0.4], [-1.2, -0.5, -0.4], [-0.6, 2.0, 1.1], [0.7, -1.5, -0.6], [-0.7, -0.7, -1.1], [-1.0, 0.2, -2.0], [0.1, 0.5, 1.5], [-0.4, -0.6, -0.4], [0.1, 0.7, 0.1], [0.3, -0.1, 0.7], [0.0, 0.4, -0.4], [0.3, 0.1, 0.1], [-0.3, 0.1, 0.1], [0.0, 0.6, -1.3], [0.3, 0.1, -0.7], [0.4, 0.0, 0.1], [-0.2, 0.3, 0.0], [-0.3, -0.2, -0.1], [0.5, -0.2, 0.4], [-0.5, -0.3, 0.9], [0.3, -0.1, 0.4], [-0.3, 0.4, 0.0], [-0.3, -0.3, -0.2], [0.6, -0.3, 0.7], [1.7, 0.5, 1.5], [-1.4, 1.7, -1.4], [-0.8, -1.9, 0.6], [1.9, -2.0, 2.6], [-0.9, 0.2, -4.0], [-0.9, 2.3, 0.6], [-0.4, 0.3, -0.3]]
}

{
  "formula": "C14H16Cl5F6N3O5S2Ti",
  "method": "ωB97M-V/def2-TZVPD",
  "charge": 2,
  "lumo_ev": -8.418,
  "e_homo_ev": -14.713,
  "multiplicity": 1,
  "e_tot_ev": -153174.09757,
  "symbols": ["Ti", "C", "N", "C", "C", "C", "N", "C", "C", "H", "H", "H", "H", "H", "H", "H", "H", "H", "H", "H", "H", "H", "H", "H", "H", "Cl", "C", "C", "Cl", "C", "Cl", "C", "O", "C", "Cl", "C", "Cl", "F", "C", "F", "F", "S", "O", "O", "N", "S", "O", "O", "C", "F", "F", "F"],
  "positions_angstrom": [[0.66082, -0.14325, -0.65925], [-0.58014, 1.77947, 1.44438], [-0.70989, 1.49671, -0.01813], [-0.53233, 2.78836, -0.74265], [-2.09524, 1.01637, -0.28726], [-2.20501, -0.41853, 0.14693], [-1.21018, -1.22981, -0.61258], [-1.72614, -1.46794, -1.99772], [-1.06935, -2.55076, 0.07061], [-1.36527, 2.47832, 1.73792], [0.38300, 2.23558, 1.64775], [-0.67131, 0.86914, 2.02992], [-1.28357, 3.49623, -0.38727], [-0.65905, 2.63964, -1.81075], [0.45110, 3.20382, -0.54206], [-2.28707, 1.11991, -1.35506], [-2.81435, 1.65115, 0.23457], [-3.20655, -0.81550, -0.02892], [-1.99122, -0.52980, 1.20909], [-2.72499, -1.90059, -1.92693], [-1.07579, -2.16351, -2.51543], [-1.77974, -0.53994, -2.56252], [-2.05179, -3.02381, 0.11596], [-0.68772, -2.40364, 1.07815], [-0.39303, -3.18864, -0.48847], [5.63987, 0.57785, 4.52262], [4.34869, 0.21364, 3.47882], [4.04949, 1.08451, 2.42246], [4.95316, 2.50515, 2.15656], [2.99198, 0.76833, 1.58819], [2.53659, 1.78346, 0.25789], [2.23831, -0.38043, 1.78458], [1.20966, -0.62269, 0.93572], [2.52580, -1.24686, 2.82963], [1.56505, -2.64718, 3.03084], [3.58929, -0.94790, 3.68113], [3.95496, -2.00065, 4.96716], [3.64011, -3.53995, -1.45669], [3.50119, -2.94487, -2.62112], [2.89995, -3.71771, -3.48815], [4.64122, -2.49183, -3.07184], [2.39550, -1.46795, -2.30769], [1.08413, -1.93434, -1.77787], [2.91884, -0.59393, -1.26134], [2.26554, -0.81728, -3.71140], [1.34050, 0.45893, -3.80636], [0.41800, 0.45655, -4.87153], [0.72491, 0.72160, -2.44224], [2.50626, 1.89560, -3.97996], [3.33587, 1.86584, -2.94807], [3.15173, 1.78605, -5.10908], [1.77511, 2.99219, -3.94282]],
  "forces_ev_per_a": [[0.2, -0.3, 0.5], [0.0, 0.0, 0.0], [0.1, -0.1, -0.1], [0.0, 0.0, 0.0], [0.0, 0.0, -0.1], [0.0, 0.0, 0.0], [0.1, 0.0, -0.1], [0.0, 0.0, 0.0], [0.0, 0.0, 0.0], [0.0, 0.0, 0.0], [0.0, 0.0, 0.0], [0.0, 0.0, 0.0], [0.0, 0.0, 0.0], [0.0, 0.0, 0.0], [0.0, 0.0, 0.0], [0.0, 0.0, 0.0], [0.0, 0.0, 0.0], [0.0, 0.0, 0.0], [0.0, 0.0, 0.0], [0.0, 0.0, 0.0], [0.0, 0.0, 0.0], [0.0, 0.0, 0.0], [0.0, 0.0, 0.0], [0.0, 0.0, 0.0], [0.0, 0.0, 0.0], [0.0, 0.0, 0.0], [0.0, 0.0, 0.0], [0.0, 0.0, 0.0], [0.0, 0.0, 0.0], [0.0, 0.0, 0.0], [0.0, 0.0, -0.1], [0.1, 0.0, 0.1], [-0.2, 0.1, -0.3], [0.0, 0.0, 0.0], [0.0, 0.0, 0.0], [0.0, 0.0, 0.0], [0.0, 0.0, 0.0], [0.0, 0.0, 0.0], [0.0, 0.0, 0.1], [0.0, 0.0, 0.0], [0.0, 0.0, 0.0], [0.0, 0.1, -0.2], [-0.1, 0.0, 0.1], [0.0, 0.0, 0.1], [0.0, 0.0, 0.0], [0.0, 0.0, -0.1], [0.0, 0.0, 0.0], [0.0, 0.1, 0.0], [0.0, 0.0, 0.1], [0.0, 0.0, 0.0], [0.0, 0.0, 0.0], [0.0, 0.0, 0.0]]
}

{
  "formula": "C14H16ClN3O",
  "method": "ωB97M-V/def2-TZVPD",
  "e_above_lowest_ev": 0.509,
  "lumo_ev": 0.671,
  "e_homo_ev": -8.781,
  "smiles": "COCc1cc(NCc2ccc(Cl)cc2)nc(C)n1",
  "multiplicity": 1,
  "e_tot_ev": -33818.34588,
  "symbols": ["C", "O", "C", "C", "C", "C", "N", "C", "C", "C", "C", "C", "Cl", "C", "C", "N", "C", "C", "N", "H", "H", "H", "H", "H", "H", "H", "H", "H", "H", "H", "H", "H", "H", "H", "H"],
  "positions_angstrom": [[-4.07226, -2.87477, 0.53781], [-3.10082, -2.85522, -0.47853], [-3.21007, -1.73745, -1.32873], [-2.79569, -0.43990, -0.67952], [-1.76493, -0.40139, 0.23907], [-1.46168, 0.85471, 0.78322], [-0.52978, 1.06976, 1.74455], [0.48056, 0.13318, 2.15163], [1.69653, 0.07085, 1.24893], [2.83164, -0.60046, 1.69030], [3.95900, -0.68842, 0.89663], [3.95370, -0.09591, -0.35679], [5.36168, -0.19566, -1.35495], [2.83325, 0.57548, -0.81476], [1.71019, 0.65480, -0.00936], [-2.13041, 1.94665, 0.39262], [-3.09424, 1.79869, -0.50008], [-3.83567, 3.02737, -0.91503], [-3.46529, 0.65077, -1.04913], [-3.89613, -3.77940, 1.11678], [-3.99127, -1.99959, 1.19322], [-5.08396, -2.90227, 0.11484], [-2.54148, -1.94238, -2.17134], [-4.23346, -1.62680, -1.71311], [-1.23623, -1.30165, 0.50076], [-0.35814, 2.04664, 1.93192], [0.03175, -0.86405, 2.21044], [0.80271, 0.40323, 3.16264], [2.83254, -1.06022, 2.66786], [4.83690, -1.20942, 1.24460], [2.83733, 1.03250, -1.79166], [0.84031, 1.17944, -0.37482], [-4.06421, 2.97888, -1.97570], [-4.77539, 3.08067, -0.36770], [-3.24577, 3.90976, -0.68758]],
  "forces_ev_per_a": [[-0.1, 0.0, 0.1], [0.3, 0.0, -0.1], [-0.1, -0.1, -0.1], [0.1, 0.1, 0.2], [0.1, 0.1, 0.0], [-0.4, -0.2, -0.2], [0.2, 0.2, 0.2], [0.0, -0.2, 0.0], [0.0, 0.0, 0.0], [-0.1, 0.1, -0.1], [0.1, 0.0, -0.1], [-0.2, 0.0, 0.1], [0.2, 0.0, -0.1], [0.2, -0.1, 0.0], [0.0, 0.0, 0.1], [0.2, 0.2, 0.2], [0.1, 0.0, 0.0], [0.1, 0.0, 0.0], [-0.3, -0.3, -0.3], [-0.1, 0.0, 0.0], [0.0, 0.0, 0.0], [0.0, 0.0, 0.0], [-0.1, 0.1, 0.0], [0.1, 0.0, 0.0], [0.1, -0.1, 0.1], [-0.1, 0.0, 0.0], [0.0, 0.1, 0.1], [-0.1, -0.1, -0.1], [0.0, -0.1, 0.1], [0.1, 0.0, 0.0], [0.0, 0.0, -0.1], [-0.1, 0.1, 0.0], [-0.1, 0.0, -0.1], [-0.1, 0.0, 0.0], [0.0, 0.1, 0.0]]
}

{
  "formula": "C14H16FNO2",
  "method": "ωB97M-V/def2-TZVPD",
  "lumo_ev": 0.418,
  "e_homo_ev": -7.974,
  "smiles": "C[C@]1(/[N+]([O-])=C/c2ccccc2F)CCCCC1=O",
  "multiplicity": 1,
  "e_tot_ev": -23078.40623,
  "symbols": ["C", "C", "N", "O", "C", "C", "C", "C", "C", "C", "C", "F", "C", "C", "C", "C", "C", "O", "H", "H", "H", "H", "H", "H", "H", "H", "H", "H", "H", "H", "H", "H", "H", "H"],
  "positions_angstrom": [[2.11005, 1.95648, -0.04295], [1.32370, 0.64677, 0.06514], [-0.13299, 0.97985, 0.04406], [-0.45267, 2.18908, 0.11176], [-0.95590, -0.02762, -0.03088], [-2.39113, 0.04372, -0.08192], [-3.12557, 1.23460, -0.12596], [-4.50514, 1.21417, -0.18988], [-5.19628, 0.01349, -0.20931], [-4.49879, -1.18347, -0.16227], [-3.12360, -1.15190, -0.09972], [-2.45525, -2.32985, -0.04300], [1.66027, -0.10964, 1.36879], [2.43703, -1.39865, 1.11461], [3.59309, -1.11627, 0.16299], [3.03513, -0.78747, -1.22144], [1.66453, -0.15477, -1.19655], [0.91098, -0.22888, -2.13115], [1.89243, 2.44790, -0.98898], [3.17644, 1.76791, 0.02874], [1.80301, 2.62617, 0.75718], [-0.51653, -1.01192, -0.06760], [-2.58994, 2.16984, -0.11186], [-5.04806, 2.14652, -0.22538], [-6.27426, 0.00290, -0.25961], [-5.00738, -2.13477, -0.17370], [0.73913, -0.33891, 1.90787], [2.25487, 0.54531, 2.00882], [2.80729, -1.78731, 2.06394], [1.78370, -2.15534, 0.67403], [4.25256, -1.98191, 0.09306], [4.18334, -0.28620, 0.55529], [3.69797, -0.10914, -1.76460], [2.94797, -1.69067, -1.82952]],
  "forces_ev_per_a": [[-0.2, 0.0, -0.1], [0.2, 0.3, 0.1], [-0.2, -1.1, 0.0], [-0.3, 0.8, 0.0], [0.2, -0.1, 0.1], [-0.4, 0.0, 0.0], [0.1, 0.1, 0.0], [-0.2, 0.0, 0.0], [0.1, 0.1, 0.0], [0.2, -0.1, 0.0], [0.0, 0.2, 0.0], [0.0, 0.1, 0.0], [0.0, -0.3, 0.1], [0.2, 0.2, 0.1], [-0.1, -0.2, 0.0], [0.2, -0.1, -0.1], [0.0, 0.0, 0.0], [0.1, 0.0, -0.1], [0.0, 0.1, 0.0], [0.1, -0.1, 0.0], [0.1, 0.0, 0.0], [0.1, 0.1, 0.0], [0.0, 0.0, 0.0], [0.0, 0.1, 0.0], [-0.1, 0.0, 0.0], [0.0, -0.1, 0.0], [0.1, 0.1, 0.0], [0.0, 0.0, 0.0], [-0.1, -0.1, 0.0], [-0.1, -0.1, 0.0], [0.1, 0.1, 0.0], [0.1, 0.0, 0.0], [0.0, 0.0, -0.1], [0.0, 0.1, 0.0]]
}

{
  "formula": "C14H16IrN4OS2",
  "method": "ωB97M-V/def2-TZVPD",
  "e_above_lowest_ev": 0.000,
  "charge": 1,
  "lumo_ev": -3.191,
  "e_homo_ev": -11.344,
  "multiplicity": 1,
  "e_tot_ev": -47288.43144,
  "symbols": ["Ir", "S", "C", "C", "C", "C", "C", "C", "C", "C", "C", "N", "H", "H", "H", "H", "H", "H", "C", "C", "C", "N", "N", "C", "N", "S", "H", "H", "H", "H", "H", "H", "H", "C", "O", "H", "H", "H"],
  "positions_angstrom": [[-1.03072, -1.00683, -0.18643], [-2.63869, 1.64780, 2.94687], [-2.52153, 0.08862, 3.63914], [-2.01650, -0.84671, 2.78082], [-1.72160, -0.28365, 1.51045], [-2.00374, 1.06191, 1.46444], [-1.67453, 1.76875, 0.25311], [-1.85209, 3.11897, -0.02571], [-1.45422, 3.61155, -1.25195], [-0.87607, 2.75565, -2.18418], [-0.71826, 1.42838, -1.85814], [-1.11363, 0.94641, -0.67020], [-2.84382, -0.06201, 4.65749], [-1.87629, -1.88453, 3.04568], [-2.30405, 3.76120, 0.71723], [-1.59225, 4.65836, -1.48618], [-0.55211, 3.10946, -3.15160], [-0.26767, 0.71718, -2.53772], [4.96983, -1.95773, -1.72703], [3.83869, -1.05450, -2.21833], [2.88223, -0.68526, -1.13396], [1.62074, -0.90812, -1.16671], [0.97488, -0.48059, -0.02843], [1.76093, 0.08090, 0.85715], [1.33464, 0.60306, 2.01644], [3.40575, 0.10313, 0.33589], [5.61887, -2.22583, -2.55822], [4.57471, -2.87541, -1.29204], [5.58429, -1.45933, -0.97571], [3.25387, -1.54795, -2.99411], [4.24908, -0.13938, -2.65177], [0.38450, 0.40314, 2.29834], [1.99545, 0.84892, 2.73215], [-3.52798, -2.67262, 0.20307], [-2.32147, -2.31688, -0.45432], [-4.25223, -1.86183, 0.11430], [-3.36464, -2.88073, 1.26115], [-3.92434, -3.56352, -0.28100]],
  "forces_ev_per_a": [[0.1, 0.1, 0.2], [0.0, 0.0, 0.0], [0.0, 0.0, 0.0], [0.0, 0.0, 0.0], [0.1, 0.0, -0.1], [0.0, 0.1, 0.0], [0.0, -0.1, 0.0], [0.0, 0.0, -0.1], [0.0, 0.0, 0.0], [0.0, 0.0, 0.0], [0.0, 0.0, 0.1], [-0.1, 0.1, -0.1], [0.0, 0.0, 0.0], [0.0, 0.0, 0.0], [0.0, 0.0, 0.0], [0.0, 0.0, 0.0], [0.0, 0.0, 0.0], [0.0, 0.0, 0.0], [0.0, 0.0, 0.0], [0.0, 0.0, 0.0], [0.1, 0.0, 0.0], [-0.1, 0.0, 0.1], [0.0, -0.2, -0.1], [-0.1, -0.1, -0.1], [0.0, 0.0, 0.1], [0.0, 0.0, 0.0], [0.0, 0.0, 0.0], [0.0, 0.0, 0.0], [0.0, 0.0, 0.0], [0.0, 0.0, 0.0], [0.0, 0.0, 0.0], [0.0, 0.0, 0.0], [0.0, 0.0, 0.0], [0.0, 0.0, 0.1], [0.0, 0.0, 0.0], [0.0, 0.0, 0.0], [0.0, 0.0, 0.0], [0.0, 0.0, 0.0]]
}